Below is CH3ClN2O2 in the gas phase, with properties calculated with wB97M-V/def2-TZVPD.

## Properties
Kohn-Sham gap (spin up / spin down), hartree: 0.279 / 0.279
Total energy, eV: -20675.1249
Maximum force, eV Å⁻¹: 0.9
Energy relative to the best compared isomer or geometry (same formula, charge and spin), kcal per mole: 134.7
LUMO level (spin up / spin down), eV: -1.555 / -1.554
Highest occupied orbital energy (spin up / spin down), eV: -9.1 / -9.1

Each atom is followed by the atoms it is bonded to, with distances in Å.
Element x y z (Å)
1 C -1.30 0.59 0.11  N3 1.293, H7 1.076, H8 1.073
2 N 1.08 -1.72 -0.65  Cl6 1.555, H9 1.027
3 N -0.10 1.07 0.03  C1 1.293, O4 1.357, O5 1.221
4 O 0.75 0.58 0.97  N3 1.357, Cl6 1.936
5 O 0.34 1.87 -0.77  N3 1.221
6 Cl 1.95 -0.65 0.07  N2 1.555, O4 1.936
7 H -2.03 0.92 -0.60  C1 1.076
8 H -1.53 -0.17 0.84  C1 1.073
9 H 0.85 -2.49 0.00  N2 1.027